(1)
This record from the OMol25 dataset describes one molecule with the formula C17H21F6N3S. The level of theory is wB97M-V/def2-TZVPD.

Last column: Löwdin charge in e.
Geometry (Å):
N -3.55 -2.42 0.90  -0.01
C -2.56 -3.33 1.46  -0.27
C -1.14 -2.76 1.43  -0.20
C -0.87 -1.59 2.37  -0.19
C -1.42 -0.23 1.94  -0.14
C -0.88 0.24 0.58  -0.24
C -1.77 -0.19 -0.61  -0.11
N -2.42 1.05 -0.98  0.04
C -1.81 2.12 -0.44  -0.89
S -2.12 3.69 -0.82  0.63
N -0.92 1.69 0.48  -0.09
C -0.01 2.56 1.17  -0.16
C 1.08 3.14 0.24  -0.13
C 1.72 2.03 -0.53  -0.20
C 1.25 1.70 -1.80  0.05
C 1.77 0.61 -2.47  -0.09
C 1.20 0.28 -3.83  -0.59
F 1.23 1.32 -4.66  0.15
F -0.09 -0.11 -3.74  0.13
F 1.85 -0.72 -4.44  0.15
C 2.75 -0.19 -1.90  0.06
C 3.22 0.15 -0.64  -0.10
C 4.25 -0.71 0.04  -0.59
F 4.90 -1.52 -0.79  0.15
F 5.17 0.01 0.70  0.14
F 3.67 -1.51 0.97  0.13
C 2.71 1.24 0.05  0.04
H -4.35 -2.93 0.56  0.07
H -3.89 -1.78 1.61  0.07
H -2.57 -4.24 0.86  0.11
H -2.80 -3.62 2.50  0.11
H -0.47 -3.58 1.71  0.11
H -0.90 -2.48 0.40  0.10
H 0.21 -1.50 2.48  0.11
H -1.28 -1.83 3.36  0.11
H -1.12 0.50 2.70  0.11
H -2.50 -0.23 1.90  0.10
H 0.15 -0.11 0.46  0.14
H -2.51 -0.94 -0.30  0.08
H -1.18 -0.59 -1.44  0.11
H -2.99 1.13 -1.81  0.13
H 0.45 2.00 1.98  0.12
H -0.58 3.40 1.59  0.11
H 1.81 3.67 0.85  0.12
H 0.60 3.84 -0.44  0.08
H 0.48 2.31 -2.26  0.13
H 3.14 -1.05 -2.43  0.13
H 3.09 1.48 1.03  0.14

gap between HOMO and LUMO = 8.52 eV
E_HOMO = -8.162 eV
E_tot = -49582.657 eV
SMILES = NCCCC[C@H]1CNC(=S)N1CCc1cc(C(F)(F)F)cc(C(F)(F)F)c1


(2)
This record from the OMol25 dataset describes C17H21I2N4O2STl as an isolated structure. The level of theory is wB97M-V/def2-TZVPD.

Last column: Löwdin charge in e.
Geometry (Å):
Tl 0.32 0.57 -0.31  0.57
C -2.03 0.82 -3.36  -0.10
O -1.53 -0.13 -2.45  -0.32
C -2.54 -0.98 -1.94  -0.21
C -1.89 -2.13 -1.17  -0.19
O -1.27 -1.73 0.03  -0.29
C -2.13 -1.71 1.15  -0.09
H -2.51 0.33 -4.21  0.10
H -1.16 1.39 -3.71  0.09
H -2.75 1.50 -2.89  0.09
H -3.14 -1.40 -2.76  0.13
H -3.21 -0.41 -1.28  0.12
H -1.09 -2.56 -1.80  0.14
H -2.64 -2.90 -0.98  0.13
H -2.56 -2.70 1.33  0.10
H -2.95 -0.98 1.03  0.09
H -1.53 -1.41 2.00  0.08
S 1.63 -0.04 2.09  0.46
C 0.50 0.68 3.22  -0.82
N 0.76 0.72 4.52  0.07
N 1.90 0.22 4.92  -0.01
C 2.32 0.23 6.22  -0.23
C 1.53 0.77 7.24  -0.03
C 2.00 0.78 8.54  -0.09
C 3.25 0.28 8.84  -0.10
C 4.04 -0.26 7.83  -0.09
C 3.59 -0.28 6.53  -0.03
N -0.69 1.20 2.93  0.04
N -1.12 1.31 1.72  -0.05
C -2.40 1.81 1.59  -0.28
C -3.23 2.15 2.68  -0.01
C -4.51 2.61 2.46  -0.08
C -5.00 2.73 1.17  -0.09
C -4.19 2.42 0.09  -0.08
C -2.90 1.97 0.30  -0.05
H 2.49 -0.20 4.19  0.06
H 0.56 1.16 6.98  0.10
H 1.38 1.21 9.32  0.10
H 3.61 0.29 9.86  0.10
H 5.02 -0.64 8.07  0.10
H 4.20 -0.69 5.74  0.11
H -2.82 2.06 3.67  0.10
H -5.14 2.87 3.30  0.10
H -6.02 3.06 1.00  0.10
H -4.57 2.54 -0.91  0.10
H -2.25 1.75 -0.54  0.06
I 1.72 3.23 -1.45  0.02
I 3.09 5.66 -1.54  -0.01

gap between HOMO and LUMO = 5.18 eV
E_HOMO = -7.129 eV
E_tot = -59753.366 eV


(3)
This record from the OMol25 dataset describes C17H21IN2O6S as an isolated structure. The level of theory is wB97M-V/def2-TZVPD.

Last column: Löwdin charge in e.
Geometry (Å):
O 4.05 -1.55 2.42  0.18
C 3.04 -0.94 2.35  -0.38
O 2.94 0.29 1.65  0.05
C 2.09 1.19 2.30  -0.42
O 2.57 2.57 2.08  -0.16
S 1.38 3.42 2.89  0.68
O 1.48 4.75 2.32  -0.26
O 1.53 3.58 4.33  -0.25
O 0.08 2.50 2.46  -0.25
C 0.59 1.33 1.77  -0.64
I 0.56 1.54 -0.39  1.06
C 1.73 -1.46 3.02  -0.14
C 1.53 -1.23 4.45  -0.03
C 0.29 -1.68 5.07  -0.05
C -0.71 -2.33 4.20  -0.07
C -0.48 -2.57 2.78  -0.07
C 0.76 -2.12 2.15  -0.02
H 2.03 1.15 3.42  0.15
H -0.05 0.51 2.19  0.11
H 2.35 -0.72 5.01  0.12
H 0.12 -1.51 6.15  0.10
H -1.67 -2.65 4.68  0.10
H -1.22 -3.07 2.11  0.08
H 0.96 -2.26 1.06  0.10
C -4.83 -1.67 -0.25  -0.11
C -4.43 -2.75 -1.25  -0.27
C -3.26 -3.61 -0.76  -0.18
C -2.06 -2.77 -0.54  -0.21
N -1.14 -2.11 -0.36  0.18
H -4.02 -0.96 -0.08  0.07
H -5.68 -1.10 -0.63  0.07
H -5.11 -2.11 0.71  0.08
H -4.17 -2.28 -2.20  0.11
H -5.29 -3.39 -1.44  0.11
H -3.02 -4.38 -1.50  0.12
H -3.52 -4.12 0.17  0.12
C 2.84 3.54 -5.02  -0.11
C 2.14 2.47 -5.84  -0.26
C 0.64 2.36 -5.53  -0.17
C 0.45 2.00 -4.10  -0.18
N 0.30 1.72 -3.00  -0.04
H 2.80 3.31 -3.95  0.07
H 3.89 3.60 -5.30  0.07
H 2.39 4.52 -5.18  0.08
H 2.62 1.50 -5.67  0.11
H 2.26 2.70 -6.90  0.11
H 0.18 1.59 -6.15  0.12
H 0.14 3.31 -5.73  0.12

gap between HOMO and LUMO = 9.66 eV
E_HOMO = -9.260 eV
E_tot = -52166.979 eV